1.
A 8-piece molecular cluster, C42H68O6S2 overall at a distorted geometry. Source: the Open Molecules 2025 dataset; level of theory: ωB97M-V/def2-TZVPD.

Calculated values
<S²> = 0.77
Calculated total energy = -2888.53107 Ha
HOMO-LUMO gap (alpha / beta) = 0.238 / 0.084 hartree

Structure (ORCA input):
```
! wB97M-V def2-TZVPD RIJCOSX def2/J DEFGRID3
* xyz 1 2
O -1.0383 10.2512 3.2267
S 0.0534 9.6892 4.0086
O 1.0720 8.8324 3.3529
O 0.9347 10.9446 4.7412
C 0.0894 12.0044 5.1426
C 0.5483 12.4841 6.5159
C -0.4264 8.7820 5.5683
H -0.9157 11.6505 5.3721
H 0.0025 12.8724 4.4891
H 0.7035 11.5821 7.1078
H -0.1634 13.1670 6.9798
H 1.5191 12.9526 6.3541
H 0.5268 8.6210 6.0719
H -0.9280 7.8366 5.3618
H -1.0928 9.3673 6.2019
O -3.7120 7.9005 1.6288
S -3.1974 6.9587 2.6460
O -2.6629 7.4164 3.9341
O -4.3956 5.8522 3.0055
C -5.5882 6.4196 3.6578
C -6.6977 5.3914 3.6953
C -2.0745 5.7866 1.8498
H -5.9736 7.2587 3.0786
H -5.3383 6.8250 4.6382
H -7.6505 5.8331 3.9872
H -6.5397 4.6393 4.4682
H -6.8417 4.8051 2.7877
H -2.4450 5.7127 0.8274
H -2.1703 4.7952 2.2926
H -1.0258 6.0762 1.9170
C -7.7966 10.2917 1.5290
C -9.0173 11.0177 1.3871
C -8.9931 12.3461 1.0448
C -7.7769 12.9009 0.6861
C -6.5585 12.2183 0.8337
C -6.5393 10.9135 1.3251
H -7.8076 9.2744 1.8913
H -9.9753 10.5247 1.4620
H -9.9126 12.9122 1.0224
H -7.7820 13.9372 0.3818
H -5.6638 12.7658 0.5766
H -5.5804 10.4482 1.4994
C 1.9307 5.7259 0.8552
C 1.8216 4.3768 0.6607
C 0.8256 3.8839 -0.1504
C -0.0886 4.7185 -0.8090
C 0.0502 6.0922 -0.6568
C 1.0622 6.6055 0.1893
H 2.6235 6.0875 1.6007
H 2.3964 3.6222 1.1769
H 0.7259 2.8128 -0.2462
H -0.7611 4.2524 -1.5138
H -0.7516 6.6837 -1.0735
H 1.2640 7.6632 0.2734
C -1.1717 2.9956 4.2918
C -2.2544 3.6496 4.7874
C -3.5118 3.1864 4.6072
C -3.6873 1.9811 3.9147
C -2.6667 1.2502 3.4392
C -1.3413 1.7409 3.6194
H -0.1991 3.4311 4.4669
H -2.1830 4.5869 5.3192
H -4.3780 3.7849 4.8479
H -4.7191 1.6879 3.7889
H -2.8945 0.3479 2.8912
H -0.4431 1.2769 3.2394
C -9.9975 8.6431 4.5096
C -10.8050 7.6509 4.9269
C -10.2730 6.6385 5.7352
C -8.9143 6.7135 6.1079
C -8.1027 7.7559 5.6833
C -8.6846 8.7286 4.9029
H -10.4125 9.4452 3.9174
H -11.8490 7.5156 4.6856
H -10.8742 5.7873 6.0188
H -8.4548 5.9317 6.6944
H -7.1196 7.7617 6.1304
H -8.0743 9.5260 4.5053
C -9.4303 1.3874 2.5052
C -9.2278 2.0681 1.2186
C -10.5284 2.2564 0.4579
C -11.1322 0.9188 0.0805
C -12.3554 1.1351 -0.8018
C -12.9014 -0.1263 -1.4624
H -10.2651 1.8452 3.0359
H -8.5876 1.3658 3.1961
H -9.7600 0.3571 2.3714
H -8.8948 3.0796 1.4512
H -8.4431 1.5962 0.6274
H -10.2380 2.8090 -0.4356
H -11.2334 2.8458 1.0442
H -10.3550 0.4220 -0.5002
H -11.4203 0.3258 0.9485
H -13.1310 1.5696 -0.1710
H -12.1529 1.8364 -1.6113
H -12.0777 -0.6078 -1.9895
H -13.3609 -0.7773 -0.7187
H -13.6856 0.0968 -2.1860
C -6.1023 9.2662 -3.2361
C -6.2220 9.4533 -1.7204
C -5.5524 8.2702 -0.9239
C -6.1852 6.8901 -1.0984
C -5.7743 5.9277 0.0307
C -6.3325 4.5413 -0.0751
H -6.1764 8.2753 -3.6842
H -5.1292 9.6464 -3.5467
H -6.7962 9.9161 -3.7692
H -5.7728 10.3975 -1.4124
H -7.2265 9.6170 -1.3302
H -5.6247 8.5890 0.1159
H -4.4858 8.1269 -1.0971
H -7.2732 6.9402 -1.0542
H -5.8164 6.5187 -2.0545
H -4.6844 5.9313 0.0264
H -6.1251 6.3358 0.9786
H -5.9725 3.9960 -0.9475
H -6.0537 3.9942 0.8256
H -7.4161 4.5690 -0.1894
*
```


2.
A 7-piece molecular cluster, C42H69Br2F3O13S overall at a distorted geometry. Source: the Open Molecules 2025 dataset; level of theory: ωB97M-V/def2-TZVPD.

Calculated values
SMILES string = CCCOC[C@@](CC[C@](F)(Br)C(F)(F)Br)(OC(=O)c1ccccc1)OC(=O)S(C)(=O)=O.C1CCOC1.C1CCOC1.C1CCOC1.C1CCOC1.C1CCOC1.C1CCOC1
Calculated total energy = -8464.85288 Ha
HOMO-LUMO gap = 0.254 hartree

Structure (ORCA input):
```
! wB97M-V def2-TZVPD RIJCOSX def2/J DEFGRID3
* xyz 0 1
C 0.1368 7.5018 -3.8594
C -0.2650 6.2361 -4.8757
C -0.8478 5.0511 -3.8535
O 0.2823 4.1572 -3.5573
C 0.3665 3.8647 -2.0927
C 1.3054 2.5417 -1.8688
C 2.5237 2.4981 -3.0138
C 3.4546 3.8494 -2.9247
C 5.0239 3.5720 -2.5078
F 5.2215 2.4639 -1.5447
Br 5.6171 5.2547 -1.5178
C 6.0450 3.4849 -3.8243
F 5.7646 4.5485 -4.8374
F 7.4084 3.8226 -3.2686
Br 5.9789 1.6231 -4.5576
O 2.0291 2.7395 -0.5688
C 1.4327 1.9119 0.4911
O 0.2772 2.3631 1.0548
C 2.0412 0.5220 1.1114
C 3.6685 0.1525 1.1971
C 4.1651 -1.2806 1.8993
C 3.0428 -2.3370 2.5335
C 1.4148 -2.0158 2.4382
C 0.9538 -0.5775 1.7302
O 0.5845 1.2659 -1.7617
C -0.6409 1.2371 -2.5735
O -0.6966 1.2868 -3.9202
S -2.3392 1.1815 -1.7050
C -3.3620 2.7348 -2.0128
O -2.2001 1.0664 -0.1423
O -3.1693 -0.0899 -2.1275
H 0.8400 8.2884 -4.3655
H -0.8856 8.0044 -3.5184
H 0.6126 6.9786 -2.9049
H -1.0721 6.5753 -5.6735
H 0.7533 5.9112 -5.3891
H -1.6609 4.4074 -4.4437
H -1.2753 5.5417 -2.8803
H 0.9375 4.8076 -1.6342
H -0.6759 3.8370 -1.5622
H 2.0885 2.2938 -4.1063
H 3.1635 1.5342 -2.7577
H 3.3531 4.3902 -3.9832
H 3.0518 4.6555 -2.1418
H 4.4573 0.9310 0.7573
H 5.3284 -1.4858 1.9483
H 3.3963 -3.3380 3.0627
H 0.6017 -2.7626 2.8788
H -0.2157 -0.3464 1.6747
H -2.9643 3.6796 -1.4011
H -3.3520 2.9403 -3.1665
H -4.4635 2.5200 -1.6110
C -2.8571 -2.0622 -6.3421
C -1.7137 -1.5902 -5.4815
C -0.5124 -2.1285 -6.2276
O -0.8650 -2.1587 -7.6175
C -2.2775 -1.9387 -7.7343
H -3.7749 -1.4837 -6.2097
H -3.0786 -3.1131 -6.1213
H -1.6861 -0.4942 -5.4701
H -1.7668 -1.9417 -4.4480
H -0.2796 -3.1533 -5.9195
H 0.3795 -1.5108 -6.0874
H -2.4262 -0.9311 -8.1378
H -2.7067 -2.6615 -8.4335
C 3.8936 -2.0463 7.3340
C 2.4185 -2.1049 7.6363
C 1.8258 -2.3758 6.2706
O 2.7994 -3.1313 5.5369
C 4.0386 -3.1005 6.2584
H 4.5283 -2.2345 8.2036
H 4.1504 -1.0605 6.9282
H 2.2107 -2.9466 8.3074
H 2.0276 -1.1947 8.0981
H 1.6445 -1.4442 5.7241
H 0.8884 -2.9369 6.3243
H 4.1957 -4.0930 6.6946
H 4.8610 -2.8877 5.5700
C 4.9794 2.1642 10.5452
C 3.5042 2.1055 10.8474
C 2.9115 1.8347 9.4818
O 3.8851 1.0791 8.7480
C 5.1243 1.1099 9.4696
H 5.6140 1.9759 11.4148
H 5.2362 3.1499 10.1394
H 3.2964 1.2638 11.5185
H 3.1133 3.0157 11.3093
H 2.7303 2.7662 8.9352
H 1.9741 1.2735 9.5354
H 5.2815 0.1174 9.9058
H 5.9468 1.3228 8.7811
C 2.2733 -3.3910 12.3685
C 3.1999 -3.2213 13.5447
C 4.0517 -2.0485 13.1104
O 3.2317 -1.2287 12.2662
C 2.0413 -1.9588 11.9391
H 1.3474 -3.9186 12.6109
H 2.7840 -3.9425 11.5702
H 2.6215 -2.9530 14.4366
H 3.7877 -4.1138 13.7739
H 4.9127 -2.3796 12.5202
H 4.4148 -1.4581 13.9565
H 1.2105 -1.5084 12.4931
H 1.8362 -1.8694 10.8688
C -7.8841 -1.1882 -7.6149
C -6.9575 -1.0186 -6.4387
C -6.1057 0.1542 -6.8730
O -6.9257 0.9741 -7.7172
C -8.1161 0.2439 -8.0443
H -8.8100 -1.7159 -7.3725
H -7.3733 -1.7397 -8.4132
H -7.5358 -0.7503 -5.5468
H -6.3697 -1.9111 -6.2095
H -5.2446 -0.1768 -7.4632
H -5.7425 0.7446 -6.0268
H -8.9469 0.6943 -7.4903
H -8.3212 0.3334 -9.1146
C -6.2111 -5.6438 -9.7702
C -5.2558 -5.6627 -8.6049
C -5.6297 -4.3951 -7.8682
O -7.0270 -4.1735 -8.1039
C -7.4591 -5.0579 -9.1471
H -6.3790 -6.6271 -10.2169
H -5.8321 -4.9725 -10.5500
H -5.4588 -6.5356 -7.9733
H -4.2036 -5.6907 -8.8991
H -5.0834 -3.5311 -8.2611
H -5.4444 -4.4652 -6.7924
H -8.0772 -5.8378 -8.6889
H -8.0697 -4.5073 -9.8680
*
```


Q: What is the calculated total energy in the first record?
A: -2888.53107 Ha


Q: calculated total energy of number 2 (C42H69Br2F3O13S)?
A: -8464.85288 Ha


Q: The highest calculated total energy belongs to which entry?
A: C42H68O6S2